# 1
{
  "formula": "C34H52FN9O6PS2",
  "method": "the ωB97M-V functional and the def2-TZVPD basis",
  "multiplicity": 1,
  "e_above_lowest_kj_mol": 0.0,
  "energy_ev": -95464.9889,
  "charge": 1,
  "gap_ev": 5.3,
  "max_force_ha_per_bohr": 0.0317,
  "symbols": ["C", "O", "C", "C", "F", "O", "C", "C", "C", "C", "C", "S", "C", "N", "N", "C", "O", "C", "C", "O", "C", "C", "O", "N", "C", "N", "P", "S", "N", "C", "C", "C", "O", "H", "H", "H", "H", "H", "H", "H", "H", "H", "H", "H", "H", "H", "H", "H", "H", "H", "H", "H", "H", "H", "H", "H", "H", "H", "H", "H", "H", "H", "H", "H", "H", "N", "C", "C", "C", "C", "H", "H", "H", "H", "H", "N", "C", "C", "C", "C", "H", "H", "H", "H", "H", "N", "C", "C", "C", "C", "H", "H", "H", "H", "H", "N", "C", "C", "C", "C", "H", "H", "H", "H", "H"],
  "xyz": [[-3.0872, 0.5205, 1.8871], [-2.5227, 1.8250, 2.0455], [-1.1605, 1.8981, 2.3005], [-0.3264, 1.9839, 1.0179], [-0.3232, 0.7517, 0.4582], [-0.8526, 2.8185, 0.0438], [-0.8702, 4.2209, 0.3302], [-0.5234, 4.9218, -0.9876], [-1.3356, 4.4752, -2.2046], [-0.5173, 4.7069, -3.4879], [0.5155, 3.5834, -3.6745], [-0.0753, 2.4897, -4.9958], [0.7807, 1.0487, -4.5313], [2.0118, 1.0060, -4.1347], [2.2663, -0.3312, -3.8296], [1.1721, -0.9636, -4.0906], [0.1825, -0.1595, -4.5259], [-2.1906, 4.7167, 0.9127], [-3.4282, 4.1143, 0.2787], [-4.5493, 4.4189, 1.1196], [-5.0085, 3.3663, 1.8555], [-5.0668, 3.6440, 3.3180], [-5.3613, 2.3565, 1.3501], [0.1968, 4.5551, 1.3112], [1.2828, 3.6840, 1.1281], [2.4125, 4.2406, 0.7853], [3.8795, 3.4262, 0.1880], [3.6417, 2.6236, -1.5234], [1.0964, 2.3579, 1.2322], [1.8065, 1.6480, 2.3232], [2.3190, 0.2459, 1.9645], [3.6710, 0.0123, 2.6380], [2.4368, 0.2026, 0.5616], [-3.7076, 0.2940, 2.7480], [-3.7324, 0.5367, 1.0154], [-2.3270, -0.2375, 1.7304], [-0.8522, 0.9907, 2.8260], [-1.0006, 2.7188, 2.9999], [0.5350, 4.7756, -1.2024], [-0.6691, 5.9861, -0.8271], [-2.2368, 5.0722, -2.2961], [-1.5730, 3.4169, -2.1741], [-1.1762, 4.7761, -4.3477], [0.0162, 5.6519, -3.4045], [1.4981, 3.9591, -3.9282], [0.5817, 2.9874, -2.7711], [1.0292, -2.0217, -3.9874], [-2.2211, 5.7968, 0.8040], [-2.2200, 4.5224, 1.9844], [-3.6467, 4.5573, -0.6863], [-3.3478, 3.0444, 0.1352], [-4.1323, 4.0782, 3.6547], [-5.8611, 4.3647, 3.4980], [-5.3006, 2.7295, 3.8446], [-0.1483, 4.4585, 2.2618], [2.3991, 5.2535, 0.8267], [4.7258, 4.5388, 0.1892], [4.3070, 2.6376, 1.2635], [2.6761, 2.2407, 2.5932], [1.1944, 1.5852, 3.2196], [1.6415, -0.5221, 2.3411], [4.4671, 0.3959, 2.0054], [3.7351, 0.4993, 3.6095], [3.8575, -1.0435, 2.8085], [2.8081, -0.6519, 0.3216], [2.4537, -4.6155, -3.6542], [3.4958, -5.3281, -4.1872], [2.9930, -6.5062, -4.6672], [1.5931, -6.5063, -4.4206], [1.2896, -5.3300, -3.7942], [2.5357, -3.7140, -3.2233], [4.4984, -4.9373, -4.1779], [3.5642, -7.2844, -5.1435], [0.8893, -7.2818, -4.6722], [0.3492, -4.9432, -3.4390], [0.1349, 3.5776, 5.6559], [-0.0728, 4.8072, 6.2312], [-1.1202, 4.6845, 7.1004], [-1.5614, 3.3317, 7.0545], [-0.7694, 2.6737, 6.1570], [0.8457, 3.3718, 4.9812], [0.5405, 5.6542, 5.9760], [-1.5259, 5.4743, 7.7090], [-2.3666, 2.8956, 7.6205], [-0.7662, 1.6459, 5.8346], [-2.3290, -7.0424, -1.9553], [-2.5820, -8.1075, -2.7785], [-2.7130, -7.6300, -4.0535], [-2.5341, -6.2199, -4.0011], [-2.2963, -5.8887, -2.6957], [-2.1974, -7.0986, -0.9628], [-2.6476, -9.1080, -2.3878], [-2.9176, -8.2231, -4.9283], [-2.5752, -5.5318, -4.8284], [-2.1095, -4.9371, -2.2276], [1.3618, -7.6578, -0.7302], [1.6725, -8.7781, -0.0062], [3.0303, -8.8012, 0.1641], [3.5584, -7.6505, -0.4858], [2.5026, -6.9652, -1.0235], [0.4399, -7.3889, -1.0199], [0.9069, -9.4611, 0.3193], [3.5851, -9.5611, 0.6878], [4.5944, -7.3644, -0.5543], [2.4578, -6.0551, -1.5929]],
  "atomic_forces_ev_per_a": [[-0.2, 0.0, -0.3], [0.1, 0.3, -0.2], [-0.4, -0.7, 0.5], [-0.5, 0.1, -0.4], [0.1, 0.1, 0.1], [0.3, -0.3, 0.5], [-0.1, 0.8, -0.3], [-0.2, -0.3, 0.0], [0.4, 0.4, -0.7], [0.3, -0.2, 0.4], [-0.2, 0.2, -0.1], [-0.4, -0.3, 0.0], [0.7, 0.5, 0.1], [-0.3, -0.3, 0.1], [-0.5, -0.1, -0.1], [0.9, 0.3, 0.3], [-0.2, -0.2, -0.1], [0.1, -0.2, 0.1], [-0.7, 0.1, -0.4], [0.6, 0.2, 0.2], [-0.1, 0.6, 0.4], [-0.2, 0.2, 0.0], [-0.2, -1.2, -0.6], [0.1, -0.1, -0.6], [-0.4, 0.3, -0.2], [0.9, -0.3, 0.8], [0.0, -0.2, -1.6], [0.0, 0.0, 0.3], [-0.6, 0.1, 1.0], [0.8, -0.4, -0.4], [0.4, -0.1, 0.0], [-0.1, 0.0, 0.2], [0.0, -0.1, 0.1], [0.0, -0.1, 0.2], [0.0, 0.1, -0.1], [0.2, -0.1, 0.1], [0.2, -0.1, 0.1], [0.2, 0.3, -0.1], [0.2, -0.2, 0.1], [0.1, 0.2, 0.0], [-0.3, -0.1, 0.2], [-0.3, -0.1, 0.2], [-0.1, 0.1, -0.1], [-0.1, 0.2, -0.1], [0.2, 0.0, 0.0], [0.2, -0.1, 0.1], [-0.4, -0.1, -0.2], [0.1, 0.2, 0.0], [-0.1, -0.2, 0.1], [0.1, 0.1, -0.1], [0.0, -0.2, 0.1], [0.1, 0.0, 0.1], [0.0, 0.2, 0.1], [0.0, -0.1, 0.1], [-0.1, -0.1, 0.0], [0.0, 0.1, 0.0], [-0.1, 0.2, 0.5], [-0.2, 0.2, 0.2], [0.0, 0.3, 0.0], [-0.2, 0.1, 0.0], [-0.4, 0.1, -0.2], [0.1, 0.1, -0.1], [0.0, 0.0, 0.2], [0.0, -0.1, -0.1], [0.1, 0.0, -0.2], [0.0, 0.0, 0.0], [0.0, 0.0, 0.0], [0.0, 0.0, 0.0], [0.0, 0.0, 0.0], [0.0, 0.2, 0.0], [0.1, 0.0, 0.0], [0.0, 0.0, 0.0], [0.0, 0.0, 0.0], [0.0, 0.0, 0.0], [0.0, 0.0, 0.0], [0.0, 0.0, -0.1], [0.0, 0.0, 0.0], [0.0, 0.0, 0.0], [0.0, 0.1, 0.0], [0.0, 0.0, -0.1], [0.1, 0.0, 0.1], [0.0, 0.0, 0.0], [0.0, 0.0, 0.0], [0.0, 0.0, 0.0], [0.0, 0.0, 0.0], [0.1, 0.0, 0.0], [0.0, 0.0, 0.0], [0.0, 0.0, 0.0], [0.0, 0.0, 0.0], [0.0, 0.0, 0.1], [-0.1, 0.0, 0.0], [0.0, 0.0, 0.0], [0.0, 0.0, 0.0], [0.0, 0.0, 0.0], [0.0, 0.0, 0.0], [0.0, 0.0, 0.1], [0.0, 0.0, 0.0], [0.0, 0.0, 0.0], [0.0, 0.0, 0.1], [0.0, 0.0, 0.0], [0.0, 0.0, -0.1], [0.0, 0.0, 0.0], [0.0, 0.0, 0.0], [0.0, 0.0, 0.0], [0.1, 0.0, -0.1]]
}

# 2
{
  "formula": "C4H5NO",
  "method": "the ωB97M-V functional and the def2-TZVPD basis",
  "multiplicity": 1,
  "e_above_lowest_kj_mol": 182.6,
  "smiles": "C=C1NC=CO1",
  "energy_ev": -7764.6337,
  "gap_ev": 8.1,
  "max_force_ha_per_bohr": 0.0144,
  "symbols": ["C", "C", "N", "C", "C", "O", "H", "H", "H", "H", "H"],
  "xyz": [[1.9735, -0.1678, -0.1771], [0.6273, -0.2086, -0.1423], [-0.1189, 0.7308, 0.5286], [-1.4757, 0.4528, 0.3584], [-1.5335, -0.6156, -0.4426], [-0.2567, -1.0744, -0.7307], [0.3819, 1.1721, 1.2794], [2.4066, 0.8212, -0.2619], [2.6136, -1.0257, -0.2774], [-2.2692, 1.0321, 0.8073], [-2.3488, -1.1170, -0.9415]],
  "atomic_forces_ev_per_a": [[0.1, -0.2, -0.4], [0.1, 0.2, 0.0], [0.2, 0.2, -0.3], [0.0, -0.1, -0.1], [-0.1, 0.1, 0.2], [0.2, -0.1, 0.2], [-0.7, 0.2, 0.2], [0.1, -0.1, 0.7], [-0.1, -0.1, -0.6], [0.2, 0.0, -0.2], [0.1, 0.0, 0.3]]
}

# 3
{
  "formula": "C3H11O2S",
  "method": "the ωB97M-V functional and the def2-TZVPD basis",
  "multiplicity": 1,
  "e_above_lowest_kj_mol": 39.6,
  "energy_ev": -18220.9025,
  "charge": -1,
  "gap_ev": 6.8,
  "max_force_ha_per_bohr": 0.0180,
  "symbols": ["C", "C", "C", "S", "H", "H", "H", "H", "H", "H", "H", "H", "H", "O", "H", "H", "O"],
  "xyz": [[2.0200, -1.6147, -1.2030], [1.2855, -0.2778, -1.2983], [1.4202, 0.5867, -0.0496], [0.2818, 0.1726, 1.3141], [3.0455, -1.4852, -0.8209], [2.0691, -2.1736, -2.1396], [1.5621, -2.2190, -0.4174], [1.5347, 0.2572, -2.2238], [0.2252, -0.5325, -1.3646], [1.2799, 1.6253, -0.3635], [2.4340, 0.5486, 0.3676], [-1.7386, 1.0491, 0.3141], [-2.3604, -0.2227, 0.0346], [-2.4390, 0.6952, -0.2838], [-3.4636, 0.7602, 3.3631], [-3.2248, 1.5324, 2.0661], [-3.9314, 1.2983, 2.7048]],
  "atomic_forces_ev_per_a": [[0.6, 0.1, 0.7], [-0.4, -0.7, 0.0], [0.2, 0.5, 0.1], [-0.1, 0.0, 0.2], [0.0, 0.2, -0.4], [-0.1, 0.0, 0.0], [-0.3, -0.1, -0.2], [0.3, 0.0, 0.2], [-0.1, 0.2, -0.2], [-0.1, 0.1, 0.1], [0.1, -0.1, -0.3], [0.2, -0.1, -0.5], [-0.1, 0.3, -0.4], [0.1, -0.2, 0.8], [-0.2, 0.2, -0.3], [-0.6, -0.3, 0.3], [0.7, 0.0, 0.0]]
}

# 4
{
  "formula": "C27H80N8O13",
  "method": "the ωB97M-V functional and the def2-TZVPD basis",
  "multiplicity": 1,
  "e_above_lowest_kj_mol": 399.4,
  "energy_ev": -67828.1448,
  "gap_ev": 9.0,
  "max_force_ha_per_bohr": 0.1949,
  "symbols": ["C", "O", "H", "H", "H", "H", "C", "O", "H", "H", "H", "H", "C", "O", "N", "N", "H", "H", "H", "H", "C", "O", "N", "N", "H", "H", "H", "H", "C", "O", "N", "N", "H", "H", "H", "H", "C", "O", "N", "N", "H", "H", "H", "H", "C", "C", "C", "O", "H", "H", "H", "H", "H", "H", "H", "H", "C", "C", "C", "O", "H", "H", "H", "H", "H", "H", "H", "H", "C", "C", "C", "O", "H", "H", "H", "H", "H", "H", "H", "H", "C", "C", "C", "O", "H", "H", "H", "H", "H", "H", "H", "H", "C", "C", "C", "O", "H", "H", "H", "H", "H", "H", "H", "H", "C", "C", "C", "O", "H", "H", "H", "H", "H", "H", "H", "H", "C", "C", "C", "O", "H", "H", "H", "H", "H", "H", "H", "H"],
  "xyz": [[3.7518, 0.3546, -0.8726], [3.5128, 1.2740, 0.1755], [3.5512, 0.8021, -1.8354], [3.0853, -0.4685, -0.6697], [4.7539, -0.0957, -0.6983], [3.1331, 0.7422, 0.8628], [-1.1245, 4.3599, 1.7407], [-1.6608, 5.6399, 1.5242], [-0.7144, 4.2662, 2.7723], [-0.3639, 4.1581, 1.0527], [-1.8730, 3.5568, 1.5696], [-1.4607, 5.8036, 0.6230], [2.3262, 4.5361, 1.5396], [1.9292, 5.0382, 0.2925], [2.9624, 3.4072, 1.6532], [2.2013, 5.1711, 2.6243], [3.2341, 2.8619, 0.7584], [3.5527, 3.0232, 2.4579], [1.7236, 6.0602, 2.6596], [2.6462, 4.8274, 3.4827], [-3.5106, -0.5835, 3.5981], [-4.2386, -0.4892, 4.7412], [-3.9744, -0.8195, 2.4218], [-2.2058, -0.6655, 3.6381], [-4.9654, -0.9598, 2.4719], [-3.4569, -0.8501, 1.5072], [-1.8164, -0.9115, 4.5864], [-1.6327, -0.7058, 2.7873], [-3.0914, -1.7896, -1.0674], [-3.3493, -0.9284, -0.0593], [-3.0227, -1.4027, -2.2756], [-2.9813, -3.0609, -0.8656], [-3.2640, -0.4164, -2.4175], [-2.8553, -1.9802, -3.0484], [-3.1485, -3.3506, 0.1378], [-2.9679, -3.7677, -1.6081], [0.7636, 1.9144, 4.2741], [1.7862, 2.2794, 5.1295], [-0.1454, 1.0707, 4.6192], [0.7526, 2.3008, 3.0308], [-0.2547, 0.7995, 5.5628], [-0.8361, 0.5988, 3.9484], [1.4416, 2.9325, 2.6204], [0.0841, 1.9569, 2.3815], [0.5685, 0.7077, -4.0806], [0.6634, -0.8320, -4.2165], [0.4673, -1.2991, -5.5646], [1.7149, -1.3606, -3.7428], [-0.4046, 1.0675, -4.4253], [1.2739, 1.1924, -4.6352], [0.6687, 0.9749, -3.0262], [-0.1436, -1.1603, -3.6123], [-0.4804, -0.8557, -5.9214], [0.5269, -2.3859, -5.7274], [1.2459, -1.0014, -6.2856], [1.5041, -1.9689, -3.0709], [2.9050, -0.8947, 4.2877], [2.6619, -1.5501, 2.9484], [1.2502, -2.0629, 2.6888], [3.0368, -0.8981, 1.9099], [2.3701, -1.4257, 5.0658], [2.5004, 0.1120, 4.2830], [3.9481, -0.7884, 4.5010], [3.3247, -2.4258, 3.0022], [1.1451, -2.6501, 1.7809], [0.4869, -1.3481, 2.7351], [0.9251, -2.6413, 3.4850], [3.5157, -1.4666, 1.2852], [-1.8781, 2.9042, -3.1383], [-2.5771, 1.7459, -2.4693], [-3.1292, 2.0751, -1.0699], [-3.5873, 1.3496, -3.1328], [-0.9717, 3.0908, -2.5627], [-2.5061, 3.7557, -3.0751], [-1.5745, 2.7111, -4.2177], [-1.8108, 0.9403, -2.3639], [-3.7512, 1.3022, -0.7105], [-3.8331, 2.9768, -1.0514], [-2.4788, 2.2706, -0.2227], [-4.0800, 2.0045, -3.5845], [2.0381, 3.4132, -2.8268], [3.1833, 4.4312, -2.8199], [4.4076, 3.7434, -2.1185], [3.5771, 4.7499, -3.9680], [1.2988, 3.5836, -2.0976], [2.4171, 2.3885, -2.6623], [1.5295, 3.3847, -3.7914], [2.9504, 5.3424, -2.2578], [4.6625, 2.8989, -2.7466], [4.2096, 3.4605, -1.0577], [5.2527, 4.4135, -2.0709], [2.8049, 5.1646, -4.3861], [0.1143, -0.9339, -0.5307], [0.1109, 0.2054, 0.4563], [0.4247, 1.5289, -0.2823], [-0.9101, 0.4611, 1.1272], [-0.6332, -0.7985, -1.3299], [0.0258, -1.9422, -0.0182], [1.0833, -0.9794, -0.9891], [0.8806, 0.1040, 1.1374], [0.8690, 2.2181, 0.4503], [-0.3896, 1.9650, -0.7986], [1.2029, 1.4160, -1.0218], [-1.6065, 0.8563, 0.5853], [-3.0030, -5.5150, 2.9540], [-3.1228, -4.0575, 2.4921], [-1.8000, -3.6773, 1.7903], [-4.0479, -3.8064, 1.7005], [-2.7631, -6.2536, 2.1991], [-3.9532, -5.7653, 3.4187], [-2.2445, -5.6212, 3.7143], [-3.2409, -3.4741, 3.4057], [-0.9788, -3.7289, 2.4727], [-1.8347, -2.7045, 1.2551], [-1.6433, -4.4664, 1.0393], [-4.4574, -2.9769, 2.0267], [1.1109, -4.4846, -0.6775], [0.3622, -4.5442, -1.9631], [-0.6084, -5.7196, -2.0318], [-0.2967, -3.4682, -2.1185], [1.6693, -3.5257, -0.6345], [1.8675, -5.2585, -0.6140], [0.4093, -4.6800, 0.1333], [1.0097, -4.6211, -2.7933], [-0.0925, -6.6313, -1.9401], [-1.1949, -5.6946, -2.9767], [-1.3908, -5.6784, -1.2493], [-1.0335, -3.3776, -1.4780]],
  "atomic_forces_ev_per_a": [[0.7, -0.8, 1.3], [0.4, 0.6, -0.7], [0.3, -0.1, -0.2], [-0.5, -0.5, -0.7], [-0.2, 0.6, -0.9], [-0.3, -0.3, 1.1], [-1.0, -0.8, 1.6], [-0.3, -0.1, 0.9], [-0.5, 0.2, -0.8], [1.6, -0.2, -1.0], [0.0, 0.3, 0.4], [0.1, 0.7, -1.2], [-0.7, 2.6, -8.8], [1.3, -2.6, 5.8], [3.5, -5.0, -1.7], [-0.8, 3.1, 4.7], [-0.9, 1.3, 1.7], [-1.5, 1.4, -1.2], [0.1, -0.2, -0.1], [-0.6, 0.3, -0.5], [-3.3, -0.4, 6.9], [3.0, -0.4, -5.2], [-2.5, -0.3, -2.4], [4.2, -0.1, 2.4], [-0.5, 0.5, -0.7], [-0.7, -0.2, 0.7], [-0.6, 0.5, -1.8], [-0.4, -0.3, 0.5], [-1.9, 3.3, 5.2], [1.3, -2.9, -4.0], [-0.3, 4.0, -2.5], [0.3, -3.8, 2.5], [0.1, -0.8, -0.5], [0.2, -0.8, -0.9], [-0.2, 0.0, -1.9], [-0.3, 0.7, 0.6], [6.7, 2.3, 4.1], [-4.5, -1.1, -3.6], [-3.6, -3.0, -0.6], [0.6, 1.2, -2.1], [0.3, 0.0, 0.9], [1.4, 1.7, 1.4], [-0.4, -0.9, 0.8], [-0.7, -0.3, -0.2], [-1.7, -1.6, 1.2], [-5.0, 3.5, -0.9], [-0.9, -0.2, -3.7], [7.5, -1.6, 2.4], [0.1, -0.3, 0.0], [2.2, 1.3, -1.5], [0.0, 0.0, -0.1], [-1.6, -0.5, 0.5], [0.2, -0.6, -0.3], [-0.6, 0.1, 0.7], [0.0, 0.6, 0.4], [-0.2, -1.1, 1.3], [-1.2, 1.1, -0.5], [-1.4, -5.0, 4.3], [0.7, -0.4, 0.3], [2.9, 4.3, -6.0], [0.2, -0.2, 0.2], [-0.1, 0.3, 0.1], [0.7, -0.2, 0.2], [-0.4, -0.6, 0.2], [0.2, 0.1, -0.2], [-0.8, 1.8, -0.5], [-0.3, -1.8, 1.7], [-0.3, 0.4, 0.4], [1.4, -0.6, -0.5], [4.9, 2.5, 4.0], [-0.5, 2.3, 0.8], [-4.9, -4.4, -3.9], [0.1, 0.4, -0.2], [-0.6, 1.1, -0.1], [-0.6, 0.1, 1.4], [-0.5, 0.2, -0.1], [-0.6, -1.3, 0.0], [1.0, -0.8, -0.5], [0.7, 0.3, -0.2], [-0.6, 1.1, -0.5], [0.5, -0.7, -0.6], [-0.7, -2.6, 8.4], [-0.9, 0.6, 0.8], [1.6, 2.4, -8.4], [-0.8, 0.4, 1.2], [-0.1, 0.4, -0.2], [0.0, 0.2, -0.2], [-0.5, -0.2, 0.6], [0.2, -0.4, 0.1], [-0.1, 0.0, -1.0], [0.3, 0.3, -0.2], [0.7, 0.0, -0.6], [-0.6, -1.6, 0.7], [5.7, 1.0, -6.4], [2.5, -0.5, 0.4], [-8.4, 0.7, 5.5], [0.2, -0.2, 0.4], [-0.4, 1.2, -0.6], [0.5, 0.1, -0.4], [2.1, -0.7, 1.2], [-0.5, 0.1, -0.4], [-1.1, 0.3, -0.2], [0.3, -0.1, -0.2], [-0.2, -0.3, 0.1], [-0.7, 0.2, 0.4], [8.2, -1.7, 5.3], [0.1, -0.3, 0.0], [-8.2, 2.3, -5.2], [-0.1, 0.1, -0.5], [-0.1, -0.3, 0.0], [0.3, 0.2, 0.3], [0.4, 0.1, 0.4], [0.7, 0.1, 0.4], [0.1, -0.4, 0.7], [0.1, 0.2, 0.0], [-0.1, -0.6, -0.9], [1.4, -0.5, 0.4], [1.3, -5.4, 1.1], [-1.1, 0.5, -0.4], [-4.4, 7.1, -1.2], [-0.6, -0.4, 0.4], [0.2, -0.3, 0.0], [0.1, 0.6, 0.3], [1.2, -0.3, -1.0], [0.5, -1.4, 0.0], [0.7, -0.1, 0.3], [0.5, 0.1, 0.1], [0.7, 0.1, -0.2]]
}